1.
# C36H34AsN8O2Pd

A structure of composition C36H34AsN8O2Pd in a non-equilibrium geometry (the ωB97M-V functional and the def2-TZVPD basis, OMol25).

Each line ends with the Löwdin charge.
Element x y z (Å)
N 0.543 -2.444 0.124  0.0539
H 2.662 2.064 -0.912  0.0434
C 6.224 -2.521 3.633  -0.0938
C 1.713 -5.043 -2.072  -0.0768
C -4.022 -1.462 0.326  -0.0174
C 6.275 -7.280 -0.599  -0.0912
H 5.069 -7.909 1.064  0.1031
C 1.026 -2.858 -1.027  -0.4108
C 4.016 -5.966 -1.450  -0.1646
H 6.642 -1.853 -0.137  0.1098
H 1.415 -4.584 -3.013  0.1288
H 6.101 -2.705 4.693  0.0978
H -4.738 -0.946 0.951  0.1135
H 4.116 -2.463 3.252  0.1109
C 6.353 -6.565 -1.771  -0.0168
H 0.708 -0.989 -1.929  0.0009
N -2.104 -1.323 -1.104  0.1024
C 5.044 0.647 0.089  -0.3240
C -2.182 -2.641 -1.261  -0.1605
C 5.108 -2.372 2.824  -0.0659
C 5.086 -7.336 0.146  -0.0822
H 1.518 5.982 0.383  0.1011
H -4.817 -3.426 0.689  0.0996
H 8.374 -2.591 3.706  0.0934
N -1.773 1.298 -0.160  0.1002
H 3.778 -0.074 2.823  0.0072
C -0.014 4.485 0.243  -0.0136
C 4.032 -2.046 0.579  -0.3458
H -2.742 4.527 -0.046  0.1078
O -5.141 4.974 0.064  -0.0555
C 7.641 -2.184 1.732  -0.0935
C 1.176 -1.992 -2.225  -0.0633
H 5.733 0.362 0.886  0.0119
H 7.265 -6.522 -2.352  0.1119
N 3.137 -5.235 -2.192  -0.0461
C -2.981 0.742 -0.229  -0.2108
C 1.281 4.954 0.136  -0.0777
C -2.799 3.448 -0.091  0.0441
H -5.134 1.055 -0.291  0.1158
C -3.030 -0.736 -0.335  -0.2161
C -4.066 -2.835 0.178  -0.0784
C 6.523 -2.036 0.926  -0.0783
C -0.294 3.161 -0.102  -0.2014
H 3.231 -2.656 0.994  0.0517
C 2.970 0.270 2.176  -0.3109
H 2.022 -0.170 2.489  0.0117
C 0.501 -3.536 0.950  -0.1336
O -6.414 3.114 -0.182  -0.0553
H -0.803 5.138 0.588  0.1073
H 2.222 -1.848 -2.503  0.0685
C -1.676 2.626 -0.109  -0.2046
H 3.297 4.419 -0.422  0.0943
H 7.143 -7.813 -0.234  0.1001
C 1.917 2.780 -0.580  -0.1806
H 4.263 -2.395 -0.429  0.0620
N 0.676 2.322 -0.483  0.0667
As 3.269 -0.219 0.305  1.1412
N 4.980 -5.106 -3.292  0.0651
C 5.208 -5.888 -2.187  -0.2361
C 5.236 -2.139 1.453  -0.3194
N 3.763 -4.733 -3.286  0.0587
H -1.454 -3.092 -1.928  0.0940
C 7.497 -2.438 3.088  -0.1102
H -3.128 -4.512 -0.812  0.0931
H 0.629 -2.387 -3.086  0.0739
H 5.477 0.345 -0.866  0.0184
H 8.632 -2.112 1.298  0.0982
H 1.013 -5.675 0.574  0.0978
C 0.933 -4.641 0.282  -0.0801
H 0.126 -3.468 1.958  0.1023
C 2.274 4.089 -0.299  -0.0763
N 1.247 -4.212 -0.993  -0.0183
H 2.880 1.354 2.253  0.0175
C -3.129 -3.443 -0.645  -0.0796
C -4.150 1.498 -0.220  0.0424
H 3.024 -6.755 0.310  0.0923
Pd 0.146 -0.078 -0.502  0.2205
C 3.937 -6.693 -0.264  -0.0085
H 1.235 -6.019 -1.978  0.1432
C -4.060 2.877 -0.137  -0.0916
H 4.940 1.732 0.085  0.0055
C -5.354 3.756 -0.083  -0.6945

Its net charge is -1. The HOMO energy is -3.28 eV. The strongest force on any atom is 1.089 eV Å⁻¹. The gap between HOMO and LUMO comes out at 4.9 eV.

=====

2.
# C36H34BrN3O2PW

A structure of composition C36H34BrN3O2PW (the ωB97M-V functional and the def2-TZVPD basis, OMol25).

Each line ends with the Löwdin charge.
Element x y z (Å)
C 0.346 1.782 -3.140  -0.1105
C -0.678 3.548 -0.252  -0.0273
C 1.069 -1.686 -0.995  -0.3917
C 1.616 4.158 -1.075  -0.0376
H -3.812 -4.588 -2.222  0.1108
H 3.362 -4.624 0.037  0.1194
H 3.609 4.623 -1.712  0.1141
N 0.598 1.733 1.518  -0.1229
H -4.484 -0.363 0.780  0.0896
H -1.624 -1.741 -2.180  0.0283
C 1.909 -1.587 0.113  -0.2501
H 0.369 -2.995 -2.556  0.1155
H -0.996 4.157 -1.097  0.0855
C 1.030 2.526 -4.086  -0.0659
H 2.953 0.024 -1.859  0.1064
H 4.159 1.372 -3.514  0.1152
H -1.898 -5.344 -0.861  0.1170
H 2.937 2.952 -4.969  0.1133
H 2.870 1.077 2.430  0.0302
C 0.816 3.392 -0.243  -0.2249
H 3.860 0.484 1.086  0.0755
H -0.163 -4.902 0.712  0.0815
H 1.864 -4.837 -1.910  0.1204
C -0.903 1.823 3.377  -0.1747
H -1.029 4.040 0.659  0.0903
C -1.511 2.285 4.525  0.0557
H 0.491 3.222 -4.715  0.1142
C -0.673 -4.051 1.161  -0.0250
C 2.996 4.015 -1.060  -0.0609
C -3.912 -2.661 -1.289  -0.0455
C 2.719 -3.799 -0.238  -0.0438
O 0.708 3.519 2.995  0.1502
C -2.293 -4.343 -0.732  -0.0364
C 1.435 2.473 0.609  -0.2323
C 2.735 -2.635 0.506  -0.0671
H -0.727 1.905 -3.044  0.1071
N -1.304 0.694 2.796  -0.0620
H -3.147 0.345 -0.123  0.0635
H -3.048 1.869 5.964  0.1259
C -3.929 -0.420 -0.158  -0.0256
C 1.872 -3.917 -1.340  -0.0406
C 2.403 2.376 -4.225  -0.0644
W -0.043 -0.180 1.397  1.2412
H -4.618 -0.169 -0.963  0.0872
C 0.222 2.476 2.643  -0.4493
C -1.729 -3.515 0.237  -0.2114
H -3.768 -0.251 4.819  0.1374
H 1.153 4.874 -1.743  0.1197
H -0.779 -0.807 -3.447  0.0724
C 3.088 1.489 -3.411  -0.0640
H -1.161 3.205 4.972  0.1375
H 3.371 -2.530 1.374  0.1153
H -1.136 -4.392 2.090  0.1022
C -3.374 -3.924 -1.488  -0.0595
H 4.392 1.860 2.029  0.0937
H 0.074 -3.307 1.434  0.0248
C 2.405 0.731 -2.469  -0.0727
C -3.355 -1.795 -0.359  -0.2423
C 1.036 -2.879 -1.712  -0.0533
C 3.587 3.107 -0.205  -0.0403
H -4.769 -2.339 -1.868  0.1186
N -1.729 -1.344 1.389  -0.1043
C -2.299 -0.037 3.298  -0.1742
O -3.515 -1.982 2.720  0.1414
C -1.237 -0.766 -2.459  -0.2031
C 1.029 0.870 -2.335  -0.3535
C 3.510 1.382 1.605  -0.0367
Br 1.103 -1.108 3.397  0.2543
H 4.666 3.010 -0.179  0.1209
H -2.064 -0.058 -2.478  0.0564
C -2.594 -1.245 2.475  -0.4614
C 2.819 2.324 0.653  -0.2080
C -2.247 -2.230 0.379  -0.2400
C -2.553 1.536 5.062  0.0133
C -2.961 0.360 4.440  0.0563
P 0.034 -0.228 -1.276  0.9821
H 2.033 -0.621 0.619  0.0244
H -1.185 2.580 -0.314  0.0544

Its net charge is +1. The HOMO energy (spin up / spin down) is -10.73 / -11.29 eV. The energy relative to the best compared isomer or geometry (same formula, charge and spin) comes out at 0.6154 eV. As for the spin multiplicity: 3. The strongest force on any atom is 0.496 eV Å⁻¹. The gap between HOMO and LUMO (spin up / spin down) comes out at 6.8 / 7.0 eV.

=====

3.
# C36H34Cl3GeO5S4Zr

A structure of composition C36H34Cl3GeO5S4Zr (the ωB97M-V functional and the def2-TZVPD basis, OMol25).

Each line ends with the Löwdin charge.
Element x y z (Å)
C -0.312 -3.225 -0.531  -0.3019
C -3.942 2.339 2.883  -0.1056
Zr 0.807 -1.530 -2.027  1.5231
C -1.160 5.205 0.592  -0.1029
C 2.809 -4.617 -2.059  -0.0492
H -0.631 -4.808 -4.291  0.0794
H -2.221 -2.697 -3.248  0.0646
H 0.512 -3.540 -4.721  0.0609
C 1.480 -4.015 -1.728  -0.3015
C 4.074 -1.402 -1.308  -1.1334
C -0.888 4.423 1.712  -0.2622
C -0.130 6.419 2.858  -0.0932
C 6.520 -2.325 -1.714  -1.0385
H -2.809 -2.936 -1.607  0.0793
Cl -2.233 1.164 -6.214  0.5912
H 3.591 -4.267 -1.385  0.0710
C -1.182 -2.798 0.611  -0.0384
C -2.201 1.784 4.428  -0.1087
H 2.537 -4.542 0.758  0.0812
H -5.235 1.605 5.925  0.0961
C -1.039 2.044 -1.159  -0.1513
C -2.007 1.982 0.021  -0.2522
H 1.106 -5.127 -4.234  0.0789
H 2.756 -5.708 -1.978  0.0911
C -4.893 2.140 3.875  -0.0966
C -2.583 2.165 3.142  -0.2591
H -1.562 4.747 -0.305  0.0905
C 0.340 -4.375 -4.041  -0.0281
H -0.216 8.249 1.738  0.0968
H 3.556 -0.370 3.331  0.1036
C 1.872 -3.678 0.810  -0.0459
C -0.921 6.574 0.598  -0.0910
S 5.542 -1.683 -0.387  0.9377
S 2.725 -0.661 -0.476  0.5843
H -1.874 -2.009 0.319  0.0688
C -1.156 -0.174 -5.797  -1.4937
H 1.355 -1.496 3.365  0.0996
H -1.763 -3.643 0.993  0.0886
H -5.944 2.276 3.652  0.0978
C 1.619 2.179 2.229  -0.1007
H -1.135 7.164 -0.285  0.0995
H -2.407 0.971 0.114  0.0766
C -0.369 5.053 2.845  -0.1130
C -4.495 1.763 5.150  -0.1029
C -2.149 -3.341 -2.373  -0.0133
S 5.596 -2.427 -3.217  0.9447
H -0.664 -0.278 2.663  0.1007
C -3.147 1.586 5.425  -0.0930
O 0.546 0.737 -2.368  -0.1054
H 0.274 6.889 3.747  0.0983
C -0.405 7.182 1.732  -0.1006
O 7.668 -2.676 -1.600  -0.0905
C 2.665 0.174 3.043  -0.1078
H 2.484 -2.789 0.977  0.0225
C 1.059 -3.580 -0.446  -0.2938
H -2.831 1.289 6.418  0.0983
H 1.221 -3.813 1.676  0.0730
Ge -1.252 2.500 1.744  1.0153
C 4.099 -1.746 -2.606  -1.1589
C -1.201 -0.491 -4.265  -0.8018
Cl -1.709 -1.651 -6.641  0.5821
O -2.064 0.010 -3.576  0.0375
C -0.744 -3.469 -1.862  -0.3040
C -0.245 0.793 -1.401  -0.6504
H -1.571 2.204 -2.100  0.1245
H -1.152 1.630 4.653  0.0955
O -0.400 -0.250 -0.668  -0.1500
C 0.373 1.560 2.244  -0.2724
H 1.709 3.207 1.896  0.0970
H -4.272 2.631 1.892  0.0953
H -0.578 -2.404 1.428  0.0591
H -0.313 2.860 -1.080  0.1184
C 0.295 0.229 2.658  -0.1232
O -0.294 -1.325 -3.924  -0.2586
H -0.148 4.468 3.732  0.1026
C 0.367 -3.951 -2.603  -0.3091
H -2.534 -4.324 -2.658  0.0849
C 1.429 -0.459 3.059  -0.0969
H -2.857 2.643 -0.163  0.0672
S 2.766 -1.554 -3.723  0.5436
H 3.114 -4.366 -3.075  0.0546
C 2.760 1.490 2.624  -0.0963
Cl 0.488 0.211 -6.299  0.6172
H 3.726 1.978 2.585  0.1029

Its net charge is -1. The HOMO energy is -4.41 eV. The energy relative to the best compared isomer or geometry (same formula, charge and spin) comes out at 0.4227 eV. The strongest force on any atom is 0.446 eV Å⁻¹. The gap between HOMO and LUMO comes out at 6.7 eV.